This record from the Open Molecules 2025 dataset describes a molecular structure, C3H6OS2 in a non-equilibrium geometry. The level of theory is wB97M-V/def2-TZVPD.

```
12
C3H6OS2 wB97M-V/def2-TZVPD
C 0.732 0.150 -0.749
C -0.594 -0.556 -0.902
C -0.058 0.042 0.406
H 1.089 2.247 0.023
H 1.761 -0.521 -0.737
H -1.620 -0.113 -1.260
H -1.039 -2.657 0.633
H 0.031 -0.616 1.399
H 0.255 1.715 2.118
O 1.020 1.380 -1.238
S -0.605 -2.502 -1.026
S -0.973 1.433 1.333
```

The value obtained for the frontier orbital gap is 0.323 hartree. As for the max |F|: 7.1 eV/A. Its net charge is 0. The electronic energy comes out at -26919.306 eV. For the energy relative to the best compared isomer or geometry (same formula, charge and spin), the calculation gives 688.62 kJ/mol. The HOMO energy comes out at -0.347 Eh.